(1)
A molecular structure, C24H47ClCs2ILiMgNO16S3. Source: the Open Molecules 2025 dataset; level of theory: the ωB97M-V functional and the def2-TZVPD basis.

The geometry in ORCA input format:
```
! RIJCOSX wB97M-V def2-TZVPD def2/J DEFGRID3
* xyz 1 1
C -3.9693 2.7499 -0.2352
C -4.7103 1.8218 -0.9018
C -3.9828 0.6139 -1.3879
O -3.9066 0.4352 -2.5716
O -3.3645 -0.1653 -0.4631
C -2.5249 -1.1847 -1.0107
C -1.0954 -0.7225 -1.3752
C -0.7746 0.7483 -1.0578
C 0.0055 1.4338 -2.2115
C 1.2102 2.2211 -1.6788
C 2.3669 1.3154 -1.2488
S 2.7431 1.2730 0.5079
O 4.1254 0.8782 0.5455
O 1.8163 0.3528 1.1251
N 2.6420 2.7866 1.0731
S 1.4165 3.1944 1.9682
O 1.5601 4.6093 2.2963
O 0.0796 3.0098 1.3636
I 1.4714 2.0187 4.0500
H -3.5227 2.5033 0.7295
H -3.7891 3.7489 -0.6225
H -5.7819 1.9025 -1.0935
H -2.4727 -1.9710 -0.2521
H -2.9713 -1.6611 -1.8836
H -0.3901 -1.3398 -0.8142
H -0.9193 -0.9299 -2.4309
H -0.1599 0.8215 -0.1613
H -1.6632 1.3541 -0.8973
H -0.6529 2.1057 -2.7659
H 0.3951 0.6941 -2.9157
H 0.9276 2.9336 -0.9053
H 1.5213 2.8421 -2.5478
H 2.2197 0.2846 -1.5700
H 3.3138 1.6535 -1.7002
Li -0.2673 4.9804 0.9830
Mg 2.9344 3.2997 -3.4704
C 1.2939 1.3579 -9.6172
C 1.4180 1.5614 -8.1477
C 0.2793 1.0253 -7.3141
O 0.3527 1.8680 -6.1419
C 0.8932 3.0391 -6.5286
O 0.9343 4.0102 -5.8135
O 1.3744 2.9783 -7.7635
H 0.2980 1.6042 -9.9920
H 2.0126 1.9608 -10.1672
H 1.5090 0.2612 -9.8125
H 2.3761 1.1657 -7.7992
H 0.3954 -0.0186 -7.0385
H -0.6927 1.1754 -7.7857
Cl 2.6371 -1.2024 -10.2299
C -5.5862 -0.6083 5.6544
C -6.8298 -0.7114 4.7781
C -6.6822 -1.7070 3.6320
C -5.5747 -1.3543 2.6280
C -5.6918 0.0010 1.9513
C -6.9434 0.1592 1.0992
H -4.7216 -0.2478 5.0943
H -5.7556 0.0890 6.4736
H -5.3312 -1.5769 6.0902
H -7.0907 0.2722 4.3833
H -7.6736 -1.0256 5.3951
H -7.6435 -1.7952 3.1072
H -6.4801 -2.7044 4.0578
H -5.5716 -2.1358 1.8680
H -4.5966 -1.4205 3.1225
H -4.8239 0.1287 1.3053
H -5.6437 0.8046 2.6902
H -7.0020 -0.6060 0.3140
H -6.9383 1.1364 0.6155
H -7.8538 0.0983 1.6996
O 6.4452 -2.0650 5.1654
S 7.5585 -2.2632 4.2860
O 8.5540 -1.2473 4.1474
O 7.0254 -2.6955 2.8628
C 6.0339 -1.8457 2.2231
C 6.6341 -0.5999 1.6158
C 8.3597 -3.7848 4.6745
H 5.2484 -1.6062 2.9409
H 5.5910 -2.4718 1.4513
H 7.0125 0.0739 2.3841
H 5.8681 -0.0753 1.0441
H 7.4705 -0.8552 0.9640
H 7.6125 -4.5721 4.7532
H 8.8686 -3.6502 5.6283
H 9.0818 -4.0093 3.8921
C 11.6079 -6.5803 2.9110
O 12.6140 -6.1256 2.3801
O 10.9113 -5.5117 3.6427
O 11.0888 -7.6881 2.9842
H 11.5558 -4.8223 3.3931
C -8.7738 2.8610 0.2774
O -7.5340 2.9945 -0.2011
H -9.4098 2.1131 -0.2629
H -8.8316 2.4627 1.3220
H -9.4136 3.7603 0.3003
Cs -5.7372 -3.6855 1.6343
Cs 10.0808 -6.3051 5.3085
*
```

## Properties
* maximum force: 0.243 Eh/bohr
* electronic energy: -119751.9904 eV
* LUMO level: -7.48 eV



(2)
7 unconnected molecules or ions with the total composition C24H47ClF9N15O7S2. Source: the Open Molecules 2025 dataset; level of theory: the ωB97M-V functional and the def2-TZVPD basis.

The geometry in ORCA input format:
```
! RIJCOSX wB97M-V def2-TZVPD def2/J DEFGRID3
* xyz 0 1
C -1.4721 4.6622 -5.8055
C -0.0714 4.4278 -4.9220
C -0.0317 2.9244 -4.2112
Cl 1.6755 2.1545 -4.3323
C -0.6119 2.9487 -2.6457
C -1.8857 1.9882 -2.1430
C -2.6186 0.9140 -3.1638
C -1.5005 -0.1511 -3.7076
C -1.5521 -1.6315 -2.9292
F -2.4902 -1.6516 -1.7789
F -2.1848 -2.5459 -3.9561
C -0.0729 -2.2595 -2.6454
F 0.8924 -1.9470 -3.7651
F -0.2008 -3.7579 -2.6555
S 0.7588 -1.7775 -1.0558
F -0.3328 -2.6325 -0.0527
F -0.0541 -0.2830 -0.9026
F 1.9851 -0.9664 -2.0037
F 1.7573 -3.2052 -1.1822
F 1.6509 -1.3725 0.3563
C -2.4894 2.0590 -0.5854
C -3.7725 1.1704 -0.0545
C -5.1698 1.8181 -0.6617
C -5.7751 3.0481 0.2742
N -6.2642 2.4441 1.5818
C -1.8112 3.0811 0.5516
N -2.2021 3.2630 2.0157
S -1.0685 4.4524 2.7037
N -0.0689 4.7964 1.2741
C -0.5350 3.9951 0.0787
C 0.0591 3.9476 -1.4840
C 1.3548 4.9369 -1.7670
O 2.4437 4.4583 -0.8825
C 3.2424 3.4020 -1.5233
H -2.0847 3.6743 -5.9514
H -1.2402 5.1130 -6.8724
H -2.1349 5.4816 -5.2479
H 0.8006 4.4670 -5.7322
H -0.0381 5.3107 -4.1550
H -0.7228 2.2439 -4.9070
H -3.6021 0.4413 -2.7425
H -2.9505 1.5597 -4.1117
H -1.5896 -0.3117 -4.8689
H -0.4004 0.2530 -3.4915
H -3.8551 1.2914 1.1273
H -3.6867 0.0208 -0.2548
H -4.8992 2.1898 -1.7575
H -6.0092 0.9896 -0.7955
H -6.6595 3.5900 -0.3165
H -4.9001 3.8057 0.5470
H -6.5483 1.4597 1.3390
H -5.4614 2.3861 2.2575
H 1.7598 4.8943 -2.8653
H 1.0330 6.0287 -1.4250
H 4.2771 3.1818 -0.9745
H 3.5269 3.6322 -2.6529
H 2.6714 2.3638 -1.5344
N 0.5746 8.8849 -2.6696
C 1.6165 8.3515 -3.3326
N 2.4444 9.2530 -3.8906
O 1.7962 7.1472 -3.4208
H 0.4100 9.8738 -2.5860
H -0.0729 8.2407 -2.2346
H 3.2417 8.8935 -4.3990
H 2.3131 10.2486 -3.8288
N 2.4729 -4.9129 1.1018
C 2.9424 -5.7599 2.0357
N 2.8438 -7.0613 1.7098
O 3.4191 -5.3784 3.0929
H 2.0769 -5.2080 0.2254
H 2.5284 -3.9240 1.3076
H 3.1858 -7.7323 2.3852
H 2.4544 -7.3947 0.8441
N -6.8057 3.9226 4.6111
C -5.8150 4.1663 5.4881
N -6.0747 5.1535 6.3642
O -4.7657 3.5423 5.4887
H -7.6767 4.4257 4.5950
H -6.6507 3.1870 3.9342
H -5.3551 5.3690 7.0418
H -6.9328 5.6786 6.3793
N 1.6783 -3.4063 4.6651
C 0.8390 -2.6175 5.3602
N -0.0444 -1.9394 4.6055
O 0.8761 -2.5244 6.5769
H 1.6630 -3.4961 3.6632
H 2.3592 -3.9343 5.1952
H -0.6944 -1.3340 5.0895
H -0.0903 -2.0031 3.6025
N 6.5601 -7.1467 2.5544
C 7.6037 -6.9967 1.7187
N 7.2961 -6.4346 0.5359
O 8.7376 -7.3427 2.0101
H 5.6193 -6.8679 2.3323
H 6.7484 -7.5659 3.4556
H 8.0529 -6.3036 -0.1225
H 6.3683 -6.1432 0.2779
N 1.8795 -10.8366 2.8919
C 3.2024 -10.7813 3.1301
N 3.7403 -11.9346 3.5663
O 3.8612 -9.7670 2.9639
H 1.3202 -11.6624 3.0227
H 1.4353 -9.9897 2.5621
H 4.7336 -11.9362 3.7575
H 3.2140 -12.7801 3.7092
*
```

## Properties
* structure (SMILES): CC[C@@H](Cl)c1c(CCC(F)(F)C(F)(F)S(F)(F)(F)(F)F)c(CCCN)c2nsnc2c1COC.NC(N)=O.NC(N)=O.NC(N)=O.NC(N)=O.NC(N)=O.NC(N)=O
* maximum force: 0.124 Eh/bohr
* electronic energy: -120971.1161 eV
* LUMO level: -2.72 eV



(3)
7 unconnected molecules or ions with the total composition C24H47F4N2O24PS. Source: the Open Molecules 2025 dataset; level of theory: the ωB97M-V functional and the def2-TZVPD basis.

The geometry in ORCA input format:
```
! RIJCOSX wB97M-V def2-TZVPD def2/J DEFGRID3
* xyz 0 1
C 1.1307 3.8207 2.9882
O 0.0769 4.1629 2.1201
C -1.1568 3.6415 2.4397
O -2.1151 4.6280 2.4504
C -1.5511 2.4881 1.5110
C -3.0166 2.5577 1.2290
O -3.3424 1.3951 0.4814
N -4.1283 0.5199 1.2633
O -4.2243 -0.5276 0.7838
N -0.6146 2.3644 0.3676
C -0.2424 1.0019 0.0629
F -0.8493 0.1649 0.8615
F -0.6095 0.6789 -1.1560
C 1.3069 0.8146 0.1750
F 1.5756 0.2425 1.3289
F 1.7414 0.0089 -0.7612
P -0.6753 3.3731 -0.9691
O -1.7462 2.8879 -1.9904
O 0.7055 2.9950 -1.6026
S -0.8313 5.2619 -0.6884
H 2.0244 3.8438 2.4226
H 1.2290 4.5316 3.7683
H 1.0264 2.8350 3.3825
H -1.1043 3.2549 3.4320
H -1.6550 5.4513 2.2941
H -1.4799 1.6418 2.1300
H -3.3179 3.4356 0.7209
H -3.5007 2.4545 2.1703
H 1.8094 1.7502 0.1252
H -1.7298 3.5016 -2.7274
H 0.5964 2.9958 -2.5566
C 2.8928 -3.0638 1.2383
O 2.9737 -3.2401 2.6539
C 4.1675 -2.9662 3.1690
O 5.1328 -2.5963 2.5556
O 4.1095 -3.1708 4.4816
C 5.3348 -2.9135 5.1714
H 1.8756 -3.3144 0.9564
H 3.0951 -2.0305 0.9706
H 3.5843 -3.7282 0.7255
H 5.6316 -1.8746 5.0528
H 6.1237 -3.5682 4.8106
H 5.1397 -3.1199 6.2180
C 5.3268 -2.8425 -6.2981
O 5.0966 -3.0403 -4.9010
C 4.5532 -1.9953 -4.2805
O 4.2573 -0.9494 -4.7940
O 4.3958 -2.3101 -3.0011
C 3.8147 -1.2697 -2.2051
H 5.7689 -3.7595 -6.6726
H 4.3945 -2.6520 -6.8232
H 6.0191 -2.0203 -6.4615
H 2.8278 -1.0224 -2.5725
H 4.4502 -0.3874 -2.2105
H 3.7427 -1.6573 -1.1974
C -9.1690 3.4920 5.4624
O -9.2351 2.4339 4.5053
C -8.0661 1.8311 4.2755
O -7.0210 2.1142 4.7975
O -8.2635 0.8803 3.3764
C -7.0841 0.1486 3.0158
H -10.1767 3.8847 5.5479
H -8.8403 3.1172 6.4283
H -8.4982 4.2773 5.1224
H -6.6717 -0.3642 3.8826
H -6.3466 0.8077 2.5830
H -7.3895 -0.5819 2.2751
C -8.3951 3.9501 -3.1541
O -7.2480 3.5315 -3.9039
C -6.4165 2.7436 -3.2348
O -6.5522 2.3809 -2.0970
O -5.3988 2.4344 -4.0234
C -4.4285 1.5714 -3.4097
H -8.9752 4.5798 -3.8198
H -8.9897 3.0942 -2.8484
H -8.0936 4.5223 -2.2802
H -4.8679 0.6125 -3.1475
H -4.0003 2.0389 -2.5330
H -3.6496 1.4143 -4.1491
C 8.7568 -4.4427 -5.5350
O 10.1370 -4.1572 -5.7704
C 10.3960 -3.7115 -6.9950
O 9.5869 -3.5404 -7.8683
O 11.7023 -3.4862 -7.0880
C 12.1265 -2.9980 -8.3630
H 8.6813 -4.7930 -4.5117
H 8.1544 -3.5461 -5.6522
H 8.4049 -5.2220 -6.2068
H 11.6520 -2.0462 -8.5870
H 11.9008 -3.7187 -9.1446
H 13.1999 -2.8624 -8.2908
C -3.0925 -2.0136 7.1116
O -2.7498 -2.9642 6.0997
C -2.5740 -2.4375 4.8926
O -2.6777 -1.2720 4.6117
O -2.2638 -3.4161 4.0497
C -2.0586 -2.9708 2.7071
H -3.2036 -2.5792 8.0301
H -2.3025 -1.2766 7.2295
H -4.0295 -1.5176 6.8717
H -1.2357 -2.2612 2.6623
H -2.9645 -2.5177 2.3122
H -1.8097 -3.8478 2.1199
*
```

## Properties
* structure (SMILES): CO[C@@H](O)[C@@H](CON=O)N(C(F)(F)C(F)F)P(O)(O)=S.COC(=O)OC.COC(=O)OC.COC(=O)OC.COC(=O)OC.COC(=O)OC.COC(=O)OC
* maximum force: 0.065 Eh/bohr
* electronic energy: -108763.0053 eV
* LUMO level: 0.13 eV



(4)
A molecular structure, C24H48AsF7O24. Source: the Open Molecules 2025 dataset; level of theory: the ωB97M-V functional and the def2-TZVPD basis.

The geometry in ORCA input format:
```
! RIJCOSX wB97M-V def2-TZVPD def2/J DEFGRID3
* xyz -2 1
As -1.0058 1.8167 -1.4077
F -0.7593 1.4007 -3.1334
F -1.0650 0.0575 -1.0356
F -1.3529 2.1699 0.2916
F -0.8097 3.5621 -1.8762
F -2.7492 2.0484 -1.6876
F 0.8047 1.8366 -1.0607
F 2.2137 3.7381 -5.8397
C -1.7023 5.5326 4.4009
O -0.8278 6.1436 3.4553
C -0.7737 7.4787 3.3570
O -1.2347 8.3141 4.1620
O -0.2820 7.8834 2.1212
C -0.6597 9.0598 1.4718
H -1.2817 5.5740 5.4056
H -1.7719 4.4898 4.0913
H -2.6769 6.0206 4.4093
H -0.4546 8.9926 0.4033
H -0.0871 9.8388 1.9749
H -1.7131 9.2941 1.6249
C -3.1213 -5.7237 -5.8378
O -3.6561 -4.7783 -4.8438
C -3.3079 -3.4099 -4.9365
O -2.4821 -3.0197 -5.7405
O -3.8852 -2.6295 -4.0094
C -4.7311 -3.1414 -3.0304
H -2.0389 -5.6579 -5.9483
H -3.5939 -5.6121 -6.8136
H -3.3567 -6.7517 -5.5622
H -5.4871 -3.7651 -3.5073
H -5.1975 -2.3984 -2.3834
H -4.1235 -3.7439 -2.3552
C -6.4538 4.9290 -4.1741
O -5.6193 4.4770 -5.1733
C -4.4577 5.1169 -5.4735
O -3.5468 4.6041 -6.1668
O -4.4705 6.4051 -5.0710
C -3.4021 7.2659 -5.4281
H -5.9120 5.5148 -3.4315
H -6.9230 4.1485 -3.5752
H -7.3128 5.4432 -4.6052
H -3.5177 8.3102 -5.1381
H -3.2121 7.2441 -6.5012
H -2.5211 6.8370 -4.9506
C 5.7218 -0.3717 -5.7397
O 5.2772 -1.4901 -4.9669
C 4.0224 -1.8604 -4.9502
O 3.1731 -1.4995 -5.8138
O 3.8204 -2.6256 -3.9276
C 2.5194 -3.1094 -3.5852
H 6.8117 -0.3710 -5.7516
H 5.3405 0.5722 -5.3503
H 5.3467 -0.4137 -6.7623
H 2.4321 -3.9946 -2.9552
H 1.7906 -3.2354 -4.3859
H 2.0181 -2.3141 -3.0335
C -0.0517 -4.3531 2.7744
O 0.7983 -5.3175 2.2058
C 1.4603 -6.1752 3.0250
O 1.4155 -6.1575 4.2269
O 2.2534 -6.9249 2.2486
C 3.1270 -7.9591 2.8071
H 0.4564 -3.3987 2.9122
H -0.6102 -4.6363 3.6666
H -0.8461 -4.2003 2.0438
H 3.4856 -8.5702 1.9788
H 2.5311 -8.6048 3.4521
H 4.0130 -7.5457 3.2890
C 6.4441 1.8622 8.8020
O 6.2230 1.9444 7.4034
C 4.9872 1.7621 6.8674
O 4.0646 1.1975 7.4047
O 5.1235 1.9960 5.5609
C 3.9769 1.7085 4.7583
H 7.4547 2.2423 8.9515
H 6.3413 0.8126 9.0774
H 5.8121 2.5454 9.3694
H 3.2555 2.5241 4.7075
H 3.4955 0.7608 4.9993
H 4.3815 1.6419 3.7483
C -7.6976 1.1263 1.7632
O -9.0029 0.8059 2.1628
C -9.2205 -0.4438 2.5483
O -8.3860 -1.3518 2.4507
O -10.4362 -0.5970 3.0323
C -10.8949 -1.8524 3.4897
H -7.2661 0.4424 1.0324
H -6.9607 1.1953 2.5634
H -7.7039 2.0923 1.2581
H -11.2957 -1.6165 4.4755
H -10.0968 -2.5768 3.6520
H -11.6985 -2.3515 2.9482
C 7.3775 -1.7938 0.2542
O 7.5732 -3.1977 0.2832
C 8.7487 -3.7926 0.3156
O 9.8383 -3.2375 0.5367
O 8.5353 -5.0862 0.0534
C 9.5798 -6.0546 0.2019
H 7.7895 -1.3831 -0.6676
H 7.9353 -1.1430 0.9275
H 6.3014 -1.6336 0.3199
H 10.4819 -5.5552 -0.1514
H 9.4572 -7.0454 -0.2353
H 9.6936 -6.3079 1.2559
*
```

## Properties
* maximum force: 0.121 Eh/bohr
* electronic energy: -154666.5215 eV
* LUMO level: 2.90 eV



It is found that the Kohn-Sham gap values, taken in the order of the records, are 0.0422, 0.2006, 0.3391, 0.1228 hartree.